Density functional theory data (ωB97M-V/def2-TZVPD) for 2 unconnected molecules or ions with the total composition C6H16NO at a distorted geometry.

```
24
Properties=species:S:1:pos:R:3:forces:R:3
C 1.304080 0.660925 0.120013 1.344 1.407 0.976
O 0.524026 1.529106 0.944312 0.308 -1.030 -0.219
C 0.675596 0.199996 -1.111336 -0.197 -2.049 -0.414
C 0.131444 -1.133720 -1.254878 0.527 -0.966 0.729
C 0.596336 -2.176901 -0.225820 2.054 0.025 -0.117
C -1.460176 -1.004251 -1.263892 -0.418 0.637 -0.460
C -2.156760 -2.349049 -1.198432 -0.738 -0.693 -0.360
N 0.380617 3.528887 3.124400 0.549 -0.103 -0.177
H 2.194203 1.229230 -0.215612 -0.111 -0.043 -0.236
H 1.736057 -0.108411 0.755562 -0.664 -0.326 -0.029
H -0.101635 2.013327 0.417672 -0.572 0.713 -0.241
H 0.771182 0.821436 -1.999923 -0.664 0.317 0.086
H 0.379788 -1.584287 -2.219121 -0.180 0.546 -0.448
H 0.592411 -3.194652 -0.617790 -0.867 0.106 -0.141
H 0.244852 -2.166595 0.801403 -0.451 0.288 -0.136
H 1.691283 -2.055624 -0.181259 -0.152 0.098 0.361
H -1.720177 -0.508314 -2.200124 -0.131 0.090 0.116
H -1.782318 -0.364647 -0.441385 0.049 -0.100 0.065
H -3.231032 -2.162723 -1.122534 0.037 0.291 0.287
H -2.123820 -2.956625 -2.108380 0.629 0.290 -0.070
H -1.902602 -3.012106 -0.375993 0.215 0.291 0.184
H 1.062933 3.161189 2.464622 -0.231 0.188 -0.225
H 0.459027 4.540417 3.074537 -0.061 0.004 -0.020
H 0.823512 3.277275 3.998104 -0.276 0.021 0.491
```
Forces are in eV/Å.

HOMO-LUMO gap	5.39	eV
charge	+1
DFT total energy	-367.82824	hartree
LUMO	-7.33	eV
relative energy (zero: lowest compared OMol25 entry of this formula, charge and spin)	96.8	kcal per mole

Density functional theory data (ωB97M-V/def2-TZVPD) for a molecular structure, C3H15NO6S2 at a distorted geometry.

```
27
Properties=species:S:1:pos:R:3:forces:R:3
N 1.071225 -0.959603 0.350739 -9.434 -13.715 -8.994
C 1.280871 -0.556749 -1.049352 0.053 0.528 0.325
C 1.846814 0.818097 -0.890324 -0.813 -0.389 -4.900
O 2.309178 1.255882 -2.141886 0.384 -0.094 -1.166
O 2.024880 1.580975 0.046409 1.210 9.151 -5.307
C 0.077967 -0.623741 -1.985188 -0.199 0.942 -1.243
S 0.033122 -2.261122 -2.836488 -0.333 0.470 -0.470
S -1.396416 -3.218667 -1.759780 -0.736 -0.276 0.567
H 0.183948 -0.584953 0.663645 -0.235 -0.660 -0.204
H 1.018390 -1.964036 0.475614 0.214 -0.277 -0.360
H 2.079913 -1.181644 -1.479352 0.006 -0.411 -0.094
H 2.771259 2.091220 -1.991141 -0.190 -0.193 0.261
H 0.175496 0.145248 -2.811415 0.140 -0.950 0.816
H -0.903947 -0.425004 -1.505144 0.962 -0.329 -0.139
H -2.435955 -2.332740 -1.816935 0.448 -0.342 -0.229
H 1.589766 -0.104077 0.529051 3.988 2.625 3.357
H 2.224885 1.082256 1.056255 1.115 0.681 2.790
O 1.796448 0.284111 1.411387 3.067 3.138 14.711
H -0.472948 0.761142 3.332796 0.210 0.000 -0.231
H 0.282631 0.832383 1.991138 1.332 -0.111 -0.295
O -0.591339 1.047505 2.417573 -0.447 0.061 0.797
H -1.920929 0.136789 1.182334 -0.255 0.139 -0.101
H -2.479847 0.010927 -0.278967 0.024 0.128 0.534
O -1.978009 -0.440616 0.410760 -0.016 -0.531 -0.526
H -3.112279 2.047978 1.769271 -0.930 -0.087 -0.129
H -2.259672 1.296087 2.577813 -0.360 -0.695 0.317
O -3.215452 1.262351 2.331189 0.795 1.195 -0.088
```
Forces are in eV/Å.

HOMO-LUMO gap (alpha / beta)	3.30 / 6.04	eV
charge	-1
DFT total energy	-1425.53359	hartree
LUMO (alpha / beta)	2.94 / 2.93	eV
2S+1	2

Density functional theory data (ωB97M-V/def2-TZVPD) for 2 unconnected molecules or ions with the total composition C3H6O3 at a distorted geometry.

```
12
Properties=species:S:1:pos:R:3:forces:R:3
O -0.306943 1.520279 0.292918 -1.690 0.503 0.933
C 0.637594 0.446382 0.034847 2.201 -1.905 -0.315
O 1.341380 0.216726 1.011936 -0.317 0.395 -0.624
C -1.492681 0.878494 0.542432 -0.007 1.081 0.124
H -1.999624 1.247571 1.439128 -0.032 -0.153 -0.255
C -2.283161 0.318783 -0.590514 -0.078 -0.254 -0.163
H -2.458738 1.079937 -1.374665 0.057 -0.138 0.147
H -1.761140 -0.520913 -1.074211 -0.098 0.254 0.093
H -3.261347 -0.033435 -0.235742 0.147 0.050 -0.044
H 3.307351 -1.119930 -0.009357 1.405 -0.586 0.173
O 4.222408 -1.543706 -0.016828 -1.443 0.678 -0.083
H 4.054902 -2.490184 -0.019949 -0.144 0.076 0.013
```
Forces are in eV/Å.

HOMO-LUMO gap (alpha / beta)	6.44 / 6.42	eV
charge	-1
DFT total energy	-343.54431	hartree
LUMO (alpha / beta)	4.10 / 4.10	eV
2S+1	2
relative energy (zero: lowest compared OMol25 entry of this formula, charge and spin)	57.2	kcal per mole

Density functional theory data (ωB97M-V/def2-TZVPD) for a gas-phase ion, C5H15N2 (charge +2) at a distorted geometry.

```
22
Properties=species:S:1:pos:R:3:forces:R:3
N 0.012455 -1.605171 0.972892 0.950 -0.787 -0.511
C 0.595852 -1.037298 -0.315313 -1.020 -1.225 -1.278
C 1.923285 -1.560858 -0.510273 7.425 0.388 2.275
C 0.660136 0.461080 -0.250600 0.243 0.663 0.307
N -0.673861 0.909662 0.101454 -1.087 2.251 -3.612
C -0.919796 2.046988 0.931279 2.227 1.160 -0.548
C -1.674203 0.877986 -1.111832 0.857 2.313 1.740
H -0.856567 -1.174296 1.167527 -1.405 0.402 0.567
H -0.153186 -2.614854 0.864936 0.066 0.091 0.054
H 0.637210 -1.490842 1.776804 0.147 0.056 -0.020
H -0.044379 -1.481196 -1.144098 0.297 1.032 0.968
H 2.742578 -0.879545 -1.028122 -2.346 -1.179 0.086
H 2.667336 -1.448834 0.557524 -2.530 -0.686 -2.416
H 2.084918 -2.590901 -0.859709 -0.437 0.434 0.093
H 1.385607 0.758757 0.565742 -0.579 -0.059 -1.120
H 0.935617 0.861760 -1.317670 -0.345 -0.535 2.085
H -0.377081 3.030222 0.411247 -1.359 -2.188 1.046
H -1.948077 2.211340 1.161933 -0.767 0.201 -0.334
H -0.391971 1.873020 1.834088 0.735 0.290 1.141
H -2.097661 1.901225 -0.971248 -1.204 -1.351 0.224
H -2.294950 -0.009760 -0.952764 -0.164 0.515 -0.878
H -1.171193 1.195079 -2.046179 0.294 -1.789 0.131
```
Forces are in eV/Å.

HOMO-LUMO gap (alpha / beta)	12.66 / 8.04	eV
charge	+2
DFT total energy	-308.23291	hartree
LUMO (alpha / beta)	-7.20 / -11.81	eV
2S+1	2
relative energy (zero: lowest compared OMol25 entry of this formula, charge and spin)	66.1	kcal per mole

Density functional theory data (ωB97M-V/def2-TZVPD) for 3 unconnected molecules or ions with the total composition C4H14NO3 at a distorted geometry.

```
22
Properties=species:S:1:pos:R:3:forces:R:3
O 0.230252 -1.681643 -1.532287 0.020 0.093 0.284
C 0.644789 -1.045912 -0.631719 1.663 0.649 0.452
C 0.022326 0.205470 0.022527 -0.937 5.007 -0.832
C -0.456505 0.053005 1.477972 -1.386 0.193 -0.053
C 0.689833 0.010928 2.542702 -1.285 0.192 -0.110
N -1.149648 0.663482 -0.925727 -2.027 -0.213 1.916
H 1.700019 -1.193041 -0.207559 -0.461 -0.257 -0.141
H 0.749917 1.186477 -0.083464 -0.696 -3.117 0.157
H -1.135946 -0.856515 1.524354 0.712 0.997 0.277
H -1.192459 0.954915 1.575905 1.329 -1.307 0.013
H 1.603875 0.467079 2.195948 0.236 0.378 -0.300
H 0.394814 0.590844 3.493954 0.312 -1.468 -1.322
H 0.888661 -1.063880 2.626563 0.122 0.345 1.024
H -1.838457 -0.188695 -1.056697 0.222 0.993 -0.546
H -0.879991 1.014101 -1.808487 1.264 -0.331 -1.811
H -1.739276 1.544230 -0.702908 1.088 -1.732 1.093
H 3.254036 1.740955 -0.120259 1.079 0.669 0.500
H 3.098176 1.209213 -1.544681 1.887 0.076 -2.888
O 2.703891 1.282609 -0.729625 -2.887 -0.818 2.348
H -1.817112 -1.993106 -2.123577 -1.738 0.772 0.802
H -3.227177 -1.459130 -2.306284 -2.282 0.080 -1.624
O -2.544020 -1.441385 -1.686652 3.764 -1.200 0.763
```
Forces are in eV/Å.

HOMO-LUMO gap (alpha / beta)	9.71 / 5.56	eV
charge	+2
DFT total energy	-440.47466	hartree
LUMO (alpha / beta)	-9.94 / -14.05	eV
2S+1	2
relative energy (zero: lowest compared OMol25 entry of this formula, charge and spin)	46.9	kcal per mole

Q: Look up the DFT total energy of the third one.
A: -343.54431 hartree

Q: Which value of DFT total energy does entry 2 give?
A: -1425.53359 hartree